Density functional theory data (wB97M-V/def2-TZVPD) for C48H58N5O3SSeSiTi as an isolated structure.

CARTESIAN COORDINATES (ANGSTROEM)
Ti -0.0715 -0.1764 -0.0019
O 5.5751 2.5979 -2.3059
C 5.4024 2.3585 -1.0952
O 5.9130 2.8097 -0.0505
C 4.2734 1.3430 -0.8131
C 4.1461 0.7160 0.4039
C 3.0276 -0.0442 0.6918
N 2.0060 -0.1713 -0.1956
C 2.2162 0.3050 -1.4536
C 3.3194 1.0643 -1.7675
C 1.2269 -0.1252 -2.4608
C 1.4296 0.0379 -3.8238
C 0.4757 -0.3965 -4.7176
C -0.6518 -1.0184 -4.2250
C -0.7726 -1.1941 -2.8601
N 0.1352 -0.7536 -1.9736
C 3.0987 -0.8407 1.9618
C 3.5364 -0.2387 3.1379
C 3.7588 -1.0282 4.2497
C 3.5684 -2.3945 4.1432
C 3.1465 -2.9033 2.9250
N 2.9035 -2.1539 1.8497
H 4.9358 0.8352 1.1344
H 3.4608 1.4835 -2.7580
H 2.3474 0.4945 -4.1729
H 0.6106 -0.2585 -5.7843
H -1.4300 -1.3846 -4.8848
H -1.6286 -1.6986 -2.4434
H 3.7054 0.8289 3.1705
H 4.0918 -0.5806 5.1789
H 3.7532 -3.0564 4.9790
H 3.0100 -3.9744 2.8025
C 2.7730 3.3691 2.3613
C 1.9208 3.4472 1.0884
C 2.5197 4.5240 0.1763
C 0.4792 3.7067 1.4725
C 0.0853 5.0155 1.7296
C -1.1800 5.3079 2.2100
C -2.0707 4.2770 2.4356
C -1.7221 2.9484 2.1985
C -2.7648 1.8805 2.4986
C -4.0414 2.0998 1.6800
C -3.0981 1.8329 3.9956
C -0.4343 2.6660 1.7068
N -0.0447 1.2746 1.5536
C 0.0308 0.5948 2.6687
C 0.1059 -0.8085 2.6981
C 0.1344 -1.6569 3.8014
C 0.0982 -2.9465 3.2942
C 0.0516 -2.8491 1.8922
N 0.0470 -1.5577 1.5206
C -0.0360 -4.0409 0.9606
C 1.0125 -5.0876 1.3452
C -1.4412 -4.6435 1.1033
C 0.1845 -3.6216 -0.4882
H 3.8119 3.1304 2.1087
H 2.3759 2.6251 3.0586
H 2.7634 4.3400 2.8655
H 1.9636 2.4890 0.5765
H 2.6882 5.4521 0.7280
H 1.8745 4.7521 -0.6691
H 3.4942 4.2026 -0.1944
H 0.7945 5.8211 1.5735
H -1.4574 6.3335 2.4290
H -3.0580 4.5040 2.8243
H -2.3776 0.9094 2.2143
H -4.4812 3.0827 1.8734
H -4.7799 1.3346 1.9395
H -3.8298 2.0080 0.6123
H -3.5475 2.7721 4.3324
H -2.2048 1.6513 4.6006
H -3.8094 1.0253 4.1905
H -0.0056 1.1200 3.6210
H 0.1789 -1.3527 4.8391
H 0.1147 -3.8659 3.8647
H 0.8830 -5.4272 2.3766
H 2.0209 -4.6756 1.2358
H 0.9236 -5.9594 0.6896
H -1.5963 -5.0387 2.1109
H -1.5814 -5.4587 0.3842
H -2.1941 -3.8778 0.9187
H 1.1248 -3.0762 -0.5938
H -0.6430 -2.9901 -0.8085
H 0.2153 -4.5039 -1.1366
C -4.3424 -3.3279 -0.8921
Si -4.3155 -1.8849 0.2913
C -5.7947 -0.8297 -0.1047
C -4.3004 -2.4207 2.0798
Se -2.5100 -0.5728 -0.1128
H -5.0769 -4.0733 -0.5558
H -3.3737 -3.8243 -0.9849
H -4.6475 -2.9777 -1.8847
H -6.7273 -1.4010 0.0117
H -5.7283 -0.4808 -1.1414
H -5.8436 0.0514 0.5441
H -4.6829 -3.4432 2.1925
H -4.9320 -1.7536 2.6781
H -3.2879 -2.3824 2.4874
C -6.1464 5.1258 -3.2290
C -4.8799 4.3391 -2.9888
C -4.3805 4.1547 -1.7025
C -3.1824 3.4893 -1.4804
C -2.4847 2.9963 -2.5659
C -2.9724 3.1371 -3.8629
C -4.1654 3.8122 -4.0690
S -0.8909 2.2262 -2.4414
C 0.0962 3.7130 -2.5601
O -0.7370 1.7590 -1.0096
H -6.6778 5.3225 -2.2977
H -6.8169 4.5965 -3.9085
H -5.9054 6.0871 -3.6901
H -4.9349 4.5471 -0.8553
H -2.7886 3.3536 -0.4752
H -2.4111 2.7287 -4.7005
H -4.5501 3.9343 -5.0758
H -0.2038 4.3949 -1.7637
H -0.0810 4.1537 -3.5434
H 1.1427 3.4230 -2.4556

Atoms 1-3, force components in eV/Å:
Ti -1.7 0.5 0.9
O 0.0 0.0 0.5
C 0.1 0.1 -0.1

Results
Frontier orbital gap (spin up / spin down), eV: 6.7 / 6.7
E, eV: -171490.091
E_LUMO (spin up / spin down), eV: -0.901 / -1.108
Multiplicity: 2
ΔE to the lowest compared entry with this formula, charge and spin, kcal/mol: 5.81
HOMO (spin up / spin down), eV: -7.58 / -7.77

Atomic partial charges in e from the Löwdin method, atoms 1 to 99: 0.745 -0.025 -0.683 -0.024 -0.077 0.054 -0.149 0.065 -0.196 0.054 -0.228 -0.001 -0.043 -0.035 -0.138 -0.034 -0.224 -0.018 -0.053 -0.055 -0.134 0.154 0.136 0.122 0.123 0.120 0.118 0.061 0.099 0.112 0.106 0.096 -0.041 -0.353 -0.044 -0.138 -0.034 -0.066 -0.046 -0.136 -0.385 -0.080 -0.049 -0.148 -0.014 -0.081 -0.317 -0.017 -0.045 -0.260 -0.019 -0.527 -0.047 -0.031 -0.048 0.082 0.068 0.089 0.101 0.080 0.059 0.078 0.109 0.104 0.109 0.056 0.079 0.068 0.031 0.078 0.074 0.079 0.149 0.116 0.111 0.080 0.067 0.089 0.092 0.093 0.042 0.083 0.034 0.096 -0.222 0.148 -0.228 -0.214 0.551 0.038 0.008 0.031 0.039 0.032 0.008 0.034 0.029 0.015 -0.045